[1]
62
Properties=species:S:1:pos:R:3:forces:R:3:lowdin_charge:R:1 method="wB97M-V/def2-TZVPD" homo_energy_ev=-8.68 charge=0
C -3.42479 5.31582 4.45303 0.0 0.0 0.0 -0.065
C -3.31037 3.83013 4.27714 0.0 0.0 0.0 -0.301
C -4.37669 3.03994 4.18930 0.0 0.0 0.0 -0.051
C -4.31322 1.55335 3.97004 0.0 0.0 0.0 -0.135
C -2.93863 1.13532 3.45215 0.0 0.0 0.0 -0.243
C -2.77602 -0.37291 3.49078 0.0 0.0 0.0 -0.416
O -2.91637 -0.95631 4.55505 0.0 0.0 0.0 0.058
N -2.41845 -1.04004 2.35260 0.0 0.1 0.0 -0.086
C -2.11721 -2.45729 2.44634 0.0 0.0 0.0 -0.030
C -2.36004 -0.48759 1.00802 0.0 -0.1 0.0 -0.153
C -0.94540 -0.13804 0.53252 0.0 0.0 -0.1 -0.115
C -0.50281 1.29042 0.85741 0.0 0.0 0.1 -0.369
C -1.21583 2.33303 0.01194 0.0 0.0 0.0 -0.041
N 0.93552 1.42863 0.67095 0.0 0.0 0.0 0.098
C 1.80266 1.06134 1.65704 0.0 0.0 0.0 -0.441
O 1.42919 0.58187 2.70886 0.0 0.0 0.0 0.082
C 3.23726 1.26728 1.32583 0.0 0.0 0.0 -0.199
C 3.87042 1.22278 0.10775 0.0 0.0 0.0 -0.004
N 5.16495 1.44303 0.40047 0.0 0.0 0.0 -0.131
C 6.32668 1.46170 -0.47008 0.0 0.0 0.0 -0.114
C 6.57347 0.11085 -1.12275 0.0 0.0 0.0 -0.202
N 5.55990 -0.22924 -2.10981 0.0 0.0 0.0 -0.286
C 5.50711 -1.66481 -2.33378 0.0 0.0 0.0 -0.102
C 5.77718 0.47209 -3.36370 0.0 0.0 0.0 -0.102
N 5.32591 1.61952 1.72161 0.0 -0.1 0.0 0.045
N 4.17143 1.50488 2.28401 0.0 0.0 0.0 0.079
C -1.85731 1.76517 4.33860 0.0 0.0 0.0 -0.134
C -1.90761 3.28160 4.21183 0.0 0.0 0.0 -0.148
H -2.90507 5.84208 3.64702 0.0 0.0 0.0 0.079
H -4.46464 5.64144 4.45954 0.0 0.0 0.0 0.073
H -2.95734 5.63368 5.38858 0.0 0.0 0.0 0.080
H -5.36525 3.48324 4.26896 0.0 0.0 0.0 0.106
H -4.51712 1.01179 4.89792 0.0 0.0 0.0 0.123
H -5.09232 1.25439 3.26156 0.0 0.0 0.0 0.120
H -2.82496 1.53825 2.44472 0.0 0.0 0.0 0.113
H -2.12518 -2.74947 3.49064 0.0 0.0 0.0 0.085
H -2.86187 -3.04430 1.90129 0.0 0.0 0.0 0.092
H -1.13245 -2.66429 2.02174 0.0 0.0 0.0 0.087
H -2.77546 -1.25113 0.34521 0.0 0.0 0.0 0.121
H -3.02958 0.36646 0.92516 0.0 0.0 0.0 0.108
H -0.23943 -0.83163 0.99225 0.0 0.0 0.0 0.111
H -0.87882 -0.27786 -0.55164 0.0 0.0 0.0 0.119
H -0.69267 1.48096 1.91391 0.0 0.0 0.0 0.113
H -2.29698 2.26544 0.13326 0.0 0.0 0.0 0.074
H -0.91300 3.34112 0.29820 0.0 0.0 0.0 0.084
H -0.99306 2.18843 -1.04908 0.0 0.0 0.0 0.084
H 1.27994 1.97901 -0.09718 0.0 0.0 0.0 0.131
H 3.54338 1.00735 -0.89359 0.0 0.0 0.0 0.122
H 6.20418 2.25017 -1.21308 0.0 0.0 0.0 0.115
H 7.16490 1.72875 0.17038 0.0 0.0 0.0 0.123
H 7.58383 0.11320 -1.56484 0.0 0.0 0.0 0.126
H 6.56602 -0.64822 -0.33869 0.0 0.0 0.0 0.126
H 4.71908 -1.89450 -3.05086 0.0 0.0 0.0 0.083
H 6.45512 -2.06385 -2.72879 0.0 0.0 0.0 0.089
H 5.27910 -2.17767 -1.39975 0.0 0.0 0.0 0.086
H 4.97290 0.23638 -4.06028 0.0 0.0 0.0 0.085
H 5.77736 1.55121 -3.21009 0.0 0.0 0.0 0.074
H 6.73443 0.19399 -3.83408 0.0 0.0 0.0 0.090
H -2.05357 1.46189 5.36907 0.0 0.0 0.0 0.132
H -0.86514 1.38693 4.08070 0.0 0.0 0.0 0.110
H -1.44210 3.60533 3.27054 0.0 0.0 0.0 0.116
H -1.30958 3.74263 5.00373 0.0 0.0 0.0 0.122


[2]
80
Properties=species:S:1:pos:R:3:forces:R:3:lowdin_charge:R:1 method="wB97M-V/def2-TZVPD" homo_energy_ev="-10.79 / -10.68" charge=+2
Pb -3.04551 1.82569 -0.79412 1.2 -3.4 2.4 1.329
C -0.40847 -2.75341 3.41112 -3.1 -0.6 -1.0 -0.192
C -1.50089 -3.26272 2.65737 1.4 1.0 1.1 -0.216
C 0.44921 -4.08558 1.73781 0.7 1.4 1.7 -0.210
C 0.79503 -3.26541 2.84977 0.2 -1.9 -2.6 -0.187
C -0.96747 -4.07452 1.61528 0.0 0.3 0.6 -0.175
C -0.52220 -1.89382 4.60355 0.1 0.4 0.5 -0.041
H -1.21637 -1.06037 4.43466 0.1 -0.1 0.1 0.075
H 0.45145 -1.47304 4.87480 -0.2 0.0 0.1 0.071
H -0.89722 -2.44989 5.47653 0.1 0.1 -0.2 0.103
C 2.15084 -2.98711 3.34462 0.5 0.0 0.3 -0.033
H 2.16657 -2.94934 4.44301 0.1 -0.1 -0.2 0.092
H 2.52989 -2.01815 2.98716 -0.1 -0.1 0.1 0.062
H 2.85034 -3.75715 3.00201 0.0 0.2 0.2 0.081
C 1.36537 -4.84830 0.87840 0.3 -0.5 -0.4 -0.052
H 2.35422 -4.90295 1.33942 0.0 -0.1 -0.2 0.074
H 1.47978 -4.39703 -0.11556 0.0 -0.1 0.1 0.060
H 0.99593 -5.86987 0.72339 0.2 0.1 0.0 0.092
C -1.76521 -4.81510 0.62031 -0.1 -0.2 -0.6 -0.023
H -2.22759 -5.71857 1.05275 0.1 0.3 -0.1 0.109
H -1.13937 -5.12806 -0.22546 -0.2 0.0 0.2 0.079
H -2.58395 -4.19994 0.21908 0.1 -0.2 0.2 0.082
C -2.94186 -3.04832 2.93450 -0.4 0.0 0.1 -0.052
H -3.37037 -3.89395 3.50153 0.0 0.3 -0.2 0.096
H -3.51272 -2.95379 1.99695 0.0 0.0 0.3 0.070
H -3.09076 -2.13596 3.53151 -0.1 -0.3 -0.2 0.070
C -1.81258 4.22135 -1.26726 -0.3 0.3 1.8 -0.128
C -2.64396 4.00365 -0.16660 1.2 2.6 0.4 -0.372
C -3.96606 4.74018 -0.01569 -0.5 -0.7 -0.1 -0.160
C -4.84002 4.44181 -1.26085 -0.9 1.2 0.2 -0.180
C -4.70020 3.06466 -1.85282 -0.4 -0.3 -1.8 -0.251
C -3.70730 2.57933 -2.76619 -1.5 0.8 -1.7 -0.366
C -2.65877 3.40244 -3.50676 0.3 -0.2 0.4 -0.157
C -2.17442 4.60174 -2.65157 0.4 1.2 -1.3 -0.170
H -3.81424 5.83644 0.07041 0.2 -0.6 -0.1 0.143
H -4.64504 5.23108 -2.00672 -0.2 -0.5 0.2 0.117
H -4.48366 4.43593 0.91837 0.3 0.0 -0.6 0.131
H -2.87785 5.45329 -2.73849 0.3 -0.6 0.3 0.129
H -0.73429 4.29519 -1.08732 -0.4 -0.9 0.1 0.102
H -2.20484 3.64865 0.78446 0.2 0.8 -0.5 0.069
H -1.23734 4.97605 -3.11615 -0.6 -0.2 0.1 0.133
H -1.75483 2.76701 -3.70953 -0.9 0.4 -0.1 0.116
H -3.84236 1.56276 -3.20955 -0.4 0.9 0.2 0.115
H -3.09875 3.75407 -4.46882 0.4 -0.2 0.5 0.148
H -5.88673 4.60182 -0.92511 0.5 -0.3 -0.5 0.138
H -5.59797 2.43616 -1.74917 0.5 0.0 0.1 0.125
P 1.32925 1.87091 0.20745 0.0 -1.6 -0.4 0.822
C 2.81895 2.81891 0.45934 0.4 0.8 0.0 -0.163
C 0.38072 2.10152 1.70171 -0.9 0.5 0.9 -0.173
P 1.62163 0.96090 -2.53871 0.6 -0.1 -0.6 0.864
C 0.74211 2.28526 -1.49498 -0.9 -0.9 0.3 -0.460
C 0.41016 -0.40062 -2.53864 -0.5 -0.6 0.1 -0.306
C 1.31971 1.44064 -4.28999 0.0 0.5 0.0 -0.287
H 3.70536 2.31204 0.08393 0.0 0.0 -0.1 0.073
H 2.95734 3.08524 1.51822 0.0 -0.3 -0.4 0.071
H 2.66201 3.77030 -0.09111 0.3 -0.5 0.2 0.078
H -0.45524 2.82318 1.65585 0.4 -0.4 0.0 0.045
H 1.09386 2.48507 2.44548 -0.3 -0.1 -0.1 0.067
H 0.04803 1.10734 2.06245 -0.1 0.7 -0.4 0.072
H 1.07238 2.51553 -4.34762 0.1 -0.5 -0.3 0.037
H 0.51078 0.80856 -4.69414 0.3 0.5 0.0 0.040
H 2.25403 1.25848 -4.84654 -0.5 0.1 0.1 0.046
H 0.93731 3.30498 -1.84930 0.4 -0.3 0.4 0.061
H -0.35526 2.15561 -1.52941 0.4 -0.2 0.0 -0.030
H 0.41734 -0.94641 -1.60365 -0.3 0.0 -0.1 0.002
H 0.70337 -1.13832 -3.30749 0.0 0.5 0.1 0.067
H -0.61493 -0.05732 -2.75692 0.3 -0.1 0.0 0.037
C 1.47418 0.11030 0.26776 2.0 -1.5 -1.2 -0.159
C 2.14873 -0.91188 -0.03067 -1.2 3.6 2.5 -0.022
C 3.23947 -1.79466 0.03943 0.1 -0.9 -0.5 -0.255
C 4.23484 -1.53406 1.00453 -0.2 0.4 -0.2 -0.030
C 5.48611 -2.10856 0.84379 0.0 0.1 0.2 -0.045
C 5.70451 -2.99408 -0.21775 0.2 -0.3 0.1 -0.035
C 4.65890 -3.37355 -1.06405 -0.1 -0.2 -0.2 -0.046
C 3.41595 -2.76966 -0.95275 0.0 0.6 0.0 -0.033
H 3.98316 -0.81895 1.80155 0.4 -0.4 -0.4 0.120
H 6.28920 -1.83304 1.53644 -0.3 -0.3 -0.3 0.123
H 6.71204 -3.40954 -0.37459 -0.6 0.2 0.1 0.127
H 4.79863 -4.13057 -1.83144 0.2 0.2 0.1 0.119
H 2.57791 -2.93050 -1.64325 0.6 -0.2 0.2 0.122


[3]
88
Properties=species:S:1:pos:R:3:forces:R:3:lowdin_spin:R:1 method="wB97M-V/def2-TZVPD" homo_energy_ev="-13.58 / -13.51" charge=+2 s2=6.014 multiplicity=5
Co 0.49063 0.21535 0.99892 0.1 -0.2 0.1 2.828
Br 1.69639 -0.19698 7.59734 0.0 0.0 0.1 0.002
C 1.29578 -0.13425 5.78182 0.0 0.0 -0.1 0.005
C -0.02241 -0.07056 5.35224 0.0 0.0 0.0 0.002
C -0.25971 -0.01327 3.99476 0.0 0.0 0.0 0.017
N 0.71931 -0.02902 3.08613 0.1 0.0 0.1 0.095
C 1.99363 -0.08998 3.50090 0.0 0.0 -0.1 0.011
C 2.32141 -0.14028 4.84342 0.0 0.0 0.0 0.005
C 3.01657 -0.06351 2.41814 0.0 0.0 0.0 0.008
C 4.36105 -0.24724 2.67467 0.0 0.0 -0.1 0.001
C 5.26663 -0.17026 1.62175 -0.1 0.0 0.0 0.005
Br 7.08328 -0.41617 1.93539 0.1 0.0 0.0 0.003
C 4.79655 0.09241 0.34477 0.0 0.0 0.0 0.000
C 3.43624 0.24238 0.17077 0.0 0.0 0.0 0.010
N 2.55267 0.16137 1.17022 0.0 0.0 0.1 0.042
H -0.84270 -0.05487 6.05485 0.0 0.0 0.0 0.000
H -1.26994 0.05936 3.61364 0.0 0.0 0.0 0.003
H 3.34786 -0.16974 5.17425 0.0 0.0 0.0 0.001
H 4.71821 -0.45444 3.67129 0.0 0.0 0.0 0.000
H 5.46774 0.17083 -0.49808 0.0 0.0 0.0 0.000
H 3.02698 0.43025 -0.81047 0.0 0.0 0.0 0.002
C 0.13440 2.03786 -1.69569 -0.1 -0.2 -0.1 0.003
P 0.43507 0.20256 -1.79739 -0.3 1.2 -0.1 0.059
C -1.27357 -0.48065 -1.95580 0.1 -0.1 0.0 0.002
N -2.00858 -0.14164 -2.98406 -0.1 0.0 0.0 0.000
C -3.24708 -0.68219 -3.08840 0.1 0.1 -0.1 0.002
C -4.06528 -0.34453 -4.19316 0.0 0.0 0.0 0.000
C -5.30562 -0.89811 -4.29925 0.0 0.0 0.0 0.001
C -5.78828 -1.80312 -3.31714 0.0 0.0 0.0 0.000
C -5.02518 -2.13910 -2.23987 0.0 0.0 0.0 0.001
C -3.73179 -1.57959 -2.10633 0.0 -0.1 0.1 0.001
N -2.97139 -1.89689 -1.03048 0.0 0.0 -0.1 0.004
C -1.77301 -1.37185 -0.96156 0.0 0.0 0.0 0.004
P -0.81486 -1.71739 0.56215 -0.1 -0.1 -0.1 0.062
C -2.11541 -2.08206 1.77739 0.0 0.0 0.0 0.011
C 0.12502 -3.30141 0.35191 0.0 0.0 0.0 0.012
C 1.18659 -3.11367 -0.73126 0.0 0.0 0.0 0.002
C 0.80627 -3.60322 1.69205 0.0 0.0 0.0 0.001
C -0.81640 -4.44026 -0.04136 0.0 0.0 0.0 0.004
C 1.16518 0.17351 -3.55218 0.1 -0.6 0.1 0.021
C 0.55220 1.19270 -4.51420 0.0 -0.1 0.0 0.005
C 0.96430 -1.23165 -4.13189 0.1 0.0 0.0 0.001
C 2.66669 0.43625 -3.40369 0.0 0.1 0.0 0.002
H 0.87688 2.52596 -2.32093 0.0 0.1 0.0 0.000
H 0.24477 2.43027 -0.69302 0.0 0.0 0.0 0.001
H -0.85650 2.28670 -2.07605 0.0 0.0 0.0 0.001
H -3.67865 0.34435 -4.93172 0.0 0.0 0.0 0.000
H -5.93656 -0.65058 -5.14216 0.0 0.0 0.0 0.000
H -6.77639 -2.22754 -3.43234 0.0 0.0 0.0 0.000
H -5.37410 -2.82549 -1.48055 0.0 0.0 0.0 0.000
H -2.74950 -2.88466 1.40681 0.0 0.0 0.0 0.003
H -2.74248 -1.20445 1.93040 0.0 0.0 0.0 0.000
H -1.66843 -2.36752 2.72867 0.0 0.0 0.0 0.000
H 1.88425 -2.30875 -0.48981 0.0 0.0 0.0 0.001
H 0.73105 -2.90290 -1.69975 0.0 0.0 0.0 0.000
H 1.75707 -4.03925 -0.83051 0.0 0.0 0.0 0.000
H 1.44437 -2.77643 2.01916 0.0 0.0 0.0 0.001
H 1.44251 -4.48230 1.57514 0.0 0.0 0.0 0.000
H 0.08846 -3.82437 2.48240 0.0 0.0 0.0 0.000
H -1.33308 -4.23503 -0.97940 0.0 0.0 0.0 0.000
H -1.56175 -4.64913 0.72556 0.0 0.0 0.0 0.000
H -0.22541 -5.34849 -0.17674 0.0 0.0 0.0 0.001
H -0.52573 1.07798 -4.59562 0.0 0.0 0.0 0.000
H 0.99009 1.00668 -5.49785 0.0 0.0 0.0 0.002
H 0.78231 2.22430 -4.26051 0.0 0.0 0.0 0.000
H -0.08881 -1.45501 -4.30180 0.0 0.0 0.0 0.000
H 1.39414 -2.00277 -3.49019 0.0 0.0 0.0 0.000
H 1.47369 -1.29397 -5.09545 0.0 0.0 0.0 0.000
H 2.87492 1.41264 -2.95631 0.0 0.0 0.0 0.000
H 3.12637 0.43554 -4.39372 0.0 0.0 0.0 0.000
H 3.15618 -0.34360 -2.81537 0.0 0.0 0.0 0.001
C 0.75773 5.72809 2.25033 0.1 0.0 0.0 0.001
C 1.59110 4.61083 2.47474 0.0 0.1 0.0 0.001
C 1.13772 3.34644 2.22670 0.0 0.0 0.0 0.013
C -0.17806 3.13896 1.75015 0.0 0.0 0.1 0.075
C -0.74168 1.88509 1.43436 0.2 -0.1 -0.1 0.454
C -2.02316 1.67096 1.03590 -0.1 0.1 0.0 0.103
C -2.83233 2.81117 0.78675 0.0 -0.1 0.0 0.032
C -2.33776 4.05850 1.03229 0.0 0.0 0.0 0.018
C -1.01982 4.26042 1.52122 0.0 0.1 0.0 0.024
C -0.51262 5.55593 1.78251 0.0 0.0 0.0 0.009
H 1.13244 6.72276 2.44858 0.0 0.0 0.0 0.000
H 2.59622 4.76217 2.84511 0.0 0.0 0.0 0.000
H 1.78192 2.49400 2.40401 0.0 0.0 0.0 0.002
H -2.43889 0.68490 0.86784 0.0 0.0 0.0 0.012
H -3.84181 2.67307 0.42335 0.0 0.0 0.0 0.004
H -2.96391 4.92721 0.87096 0.0 0.0 0.0 0.002
H -1.15225 6.41036 1.60034 0.0 0.0 0.0 0.002


[4]
39
Properties=species:S:1:pos:R:3:forces:R:3:lowdin_charge:R:1 method="wB97M-V/def2-TZVPD" homo_energy_ev=-11.59 charge=+1
F -3.18967 3.20543 -2.12838 0.4 -1.9 0.1 0.074
C -2.92300 1.85243 -2.08656 0.2 1.5 -0.1 -0.189
C -4.00386 0.97546 -2.08879 0.6 -0.6 0.0 0.147
C -3.68777 -0.38520 -2.05337 -1.3 -0.8 -0.1 -0.195
F -4.72330 -1.29263 -2.06396 1.4 1.2 0.0 0.075
C -2.39528 -0.85887 -2.01923 0.7 0.1 0.0 0.092
C -1.28975 0.05330 -2.02674 -1.2 0.3 0.2 -0.166
C 0.00227 -0.52654 -1.97867 0.0 0.2 -0.6 0.130
C 1.29260 0.05753 -2.02129 1.2 0.3 0.2 -0.166
C 2.40060 -0.85166 -2.02097 -0.7 0.1 0.0 0.092
C 3.69174 -0.37428 -2.05509 1.3 -0.8 -0.1 -0.195
F 4.72979 -1.27882 -2.06617 -1.4 1.2 0.0 0.075
C 4.00401 0.98727 -2.08733 -0.6 -0.6 0.0 0.147
C 2.92083 1.86133 -2.07544 -0.2 1.5 -0.1 -0.189
F 3.18350 3.21518 -2.11368 -0.4 -1.9 0.1 0.074
C 1.59713 1.45223 -2.03831 0.1 -0.2 0.0 0.090
C -1.59796 1.44697 -2.05862 -0.1 -0.2 0.0 0.091
H -5.02785 1.32499 -2.12180 0.0 0.0 0.0 0.156
H -2.18474 -1.92644 -1.98471 -0.3 0.2 0.0 0.145
H 0.00406 -1.61886 -2.02926 0.0 0.2 0.3 0.142
H 2.19314 -1.91992 -1.99029 0.3 0.2 0.0 0.145
H 5.02689 1.33983 -2.12230 0.0 0.0 0.0 0.156
H 0.81715 2.20106 -2.01903 0.6 0.0 0.0 0.108
H -0.81952 2.19748 -2.06191 -0.6 0.0 0.0 0.108
C -0.00478 -1.78158 5.24515 0.0 -0.1 0.2 -0.051
C 0.00725 -1.07491 3.91881 0.0 0.1 -0.1 -0.276
C -1.20265 -0.74504 3.29872 0.1 0.1 -0.4 -0.045
C -1.21096 -0.09576 2.05999 0.2 -0.2 0.1 -0.086
C -0.00181 0.22049 1.42566 0.1 0.0 0.4 -0.114
C 1.21202 -0.09193 2.05317 -0.3 -0.1 0.0 -0.086
C 1.21383 -0.74112 3.29183 -0.2 0.0 -0.2 -0.042
H 1.01338 -1.97051 5.59711 -0.2 0.0 0.0 0.077
H -0.52563 -1.19092 6.00971 0.1 -0.1 -0.2 0.089
H -0.52691 -2.74490 5.17973 0.1 0.2 0.0 0.088
H -2.13932 -1.00693 3.79969 0.3 0.1 -0.2 0.120
H -2.16031 0.15927 1.58856 0.2 0.0 0.1 0.097
H -0.00582 0.76129 0.47830 0.0 -0.1 0.3 0.070
H 2.15770 0.16643 1.57595 -0.2 0.0 0.1 0.097
H 2.15299 -1.00112 3.78952 -0.3 0.1 -0.2 0.116


[5]
9
Properties=species:S:1:pos:R:3:forces:R:3:lowdin_spin:R:1 method="wB97M-V/def2-TZVPD" homo_energy_ev="-2.60 / -3.50" charge=-1 s2=0.752 multiplicity=2
C -0.87090 -1.75007 -0.38183 -0.2 -0.2 -0.6 0.001
O 0.80137 -0.13141 -0.77383 0.1 -1.5 -2.0 0.006
C 0.50420 0.57664 0.43248 -1.2 1.3 1.4 0.012
C 0.32603 -1.40028 -0.85952 0.4 0.5 0.9 0.001
O -0.23745 1.52912 0.16157 0.3 0.3 0.5 0.132
Cu -0.99427 3.30420 1.48110 0.3 -0.6 -0.4 0.849
H -1.72660 -1.09949 -0.20619 0.5 -0.2 0.3 0.001
H 1.05265 -2.15074 -1.17980 -0.2 0.1 0.0 0.000
F -1.20893 -3.09025 -0.32946 0.1 0.3 -0.1 0.000